(1)
Here is the molecule C5H8N2 from the Open Molecules 2025 dataset. Energies are from wB97M-V/def2-TZVPD.

Atoms and positions in Å:
C 2.92686 0.27894 -0.76756
C 1.54304 0.83630 -0.55455
C 0.90836 0.32288 0.45380
N 0.36082 -0.21483 1.41776
C -0.94280 -0.65480 1.12527
N -1.56655 -0.04863 0.20759
C -2.95776 -0.30610 -0.02070
H 3.50388 0.43221 0.15127
H 2.92333 -0.79289 -0.98587
H 3.40734 0.81913 -1.57741
H 1.18084 1.75721 -1.00342
H -1.34808 -1.40119 1.81273
H -3.07302 -0.82996 -0.97462
H -3.43853 -0.88398 0.78042
H -3.45868 0.66310 -0.11636

Computed properties:
- relative energy (zero: lowest compared OMol25 entry of this formula, charge and spin) (kcal/mol) = 60.00
- 2S+1 = 1
- charge = 0
- Kohn-Sham gap (eV) = 9.435
- electronic energy (eV) = -8292.3946
- SMILES string = CC=C=N/C=N/C

Löwdin population analysis, charges in e, atoms 1 to 2: -0.11 -0.13

***

(2)
Here is a structure of composition C5H8N2 in a non-equilibrium geometry from the Open Molecules 2025 dataset. Energies are from wB97M-V/def2-TZVPD.

Atoms and positions in Å:
C -1.45841 -1.12508 -1.02858
C -0.46096 -0.41710 -0.17034
C -0.39727 0.97491 0.23521
C 0.77793 1.89404 0.23204
N 1.80619 1.39909 -0.42740
C 0.12049 0.06697 1.85561
N 0.07724 -0.94956 0.93921
H -2.44708 -1.19737 -0.54728
H -1.58723 -0.60382 -1.98040
H -1.12779 -2.14615 -1.25053
H -1.31006 1.55727 0.00581
H 1.80173 0.49237 -0.89908
H 2.67348 1.91572 -0.43679
H 1.08755 0.02819 2.43773
H 0.45236 -1.88770 1.03391

Computed properties:
- relative energy (zero: lowest compared OMol25 entry of this formula, charge and spin) (kcal/mol) = 142.36
- 2S+1 = 1
- charge = 0
- Kohn-Sham gap (eV) = 7.979
- electronic energy (eV) = -8288.8232

Löwdin population analysis, charges in e, atoms 1 to 2: -0.05 -0.38

***

(3)
Here is a structure of composition C5H8N2 in a non-equilibrium geometry from the Open Molecules 2025 dataset. Energies are from wB97M-V/def2-TZVPD.

Atoms and positions in Å:
C 0.53869 1.41781 0.61739
C -0.58922 0.45210 0.30409
C -0.97201 -0.08857 -1.65643
N -0.02125 -1.10340 -1.31658
C -0.16350 -1.03365 0.13053
C 1.03698 -1.42954 0.89124
N 1.98824 -1.70247 1.48982
H 1.35118 1.32093 -0.11238
H 0.19136 2.45473 0.60867
H 0.95916 1.20243 1.60698
H -1.47483 0.60479 0.92492
H -0.80003 0.90498 -0.91911
H -1.97367 -0.45481 -1.38315
H 0.91552 -0.85440 -1.62105
H -0.98661 -1.69092 0.43506

Computed properties:
- relative energy (zero: lowest compared OMol25 entry of this formula, charge and spin) (kcal/mol) = 112.76
- 2S+1 = 1
- charge = 0
- Kohn-Sham gap (eV) = 9.259
- electronic energy (eV) = -8290.1067

Löwdin population analysis, charges in e, atoms 1 to 2: -0.08 -0.20

***

(4)
Here is the molecule C5H8N2 in a non-equilibrium geometry from the Open Molecules 2025 dataset. Energies are from wB97M-V/def2-TZVPD.

Atoms and positions in Å:
C -2.31774 1.53121 -0.28272
C -1.05038 1.31194 -0.12407
N 0.13861 1.33883 0.17444
C 1.04764 0.31707 -0.01960
C 2.35322 0.56203 0.14096
N 0.51799 -0.88014 -0.53748
C -0.32692 -1.68652 0.32358
H -3.02100 1.42009 0.52924
H -2.71361 1.85994 -1.23529
H 2.69635 1.54851 0.39246
H 3.09300 -0.19803 -0.03899
H 1.26047 -1.44279 -0.93440
H -0.74423 -2.50447 -0.26683
H -1.14615 -1.06977 0.69302
H 0.21274 -2.10789 1.18568

Computed properties:
- relative energy (zero: lowest compared OMol25 entry of this formula, charge and spin) (kcal/mol) = 54.03
- 2S+1 = 1
- charge = 0
- Kohn-Sham gap (eV) = 9.527
- electronic energy (eV) = -8292.6535
- SMILES string = C=C=NC(=C)NC

Löwdin population analysis, charges in e, atoms 1 to 2: 0.01 -0.18

***

(5)
Here is the molecule C5H8N2 in a non-equilibrium geometry from the Open Molecules 2025 dataset. Energies are from wB97M-V/def2-TZVPD.

Atoms and positions in Å:
C 1.75692 -0.33413 -0.12436
C 0.15731 1.45514 -0.74263
C 1.56966 0.99120 -0.40058
C -0.79188 0.60437 -0.01764
C -1.47081 -1.54323 0.73159
N 0.75383 -1.16008 0.08602
N -0.43785 -0.68493 0.23636
H 2.70564 -0.74354 0.16512
H 0.06781 2.62674 -0.47408
H -0.10575 1.43077 -1.80089
H 2.43291 1.52335 -0.62631
H -1.69032 1.00717 0.35154
H -0.85749 -2.36678 1.32243
H -1.97601 -0.90284 1.38051
H -2.11397 -1.90321 -0.08709

Computed properties:
- relative energy (zero: lowest compared OMol25 entry of this formula, charge and spin) (kcal/mol) = 79.90
- 2S+1 = 1
- charge = 0
- Kohn-Sham gap (alpha / beta) (eV) = 7.725 / 7.726
- electronic energy (eV) = -8291.5316

Löwdin population analysis, charges in e, atoms 1 to 2: -0.20 -0.21

***

(6)
Here is the molecule C5H8N2 from the Open Molecules 2025 dataset. Energies are from wB97M-V/def2-TZVPD.

Atoms and positions in Å:
H -1.08324 -2.83171 -0.93066
N -1.62623 -2.17975 -0.36112
C -0.84264 -1.49180 0.36527
C -1.35587 -0.44105 1.27792
C -0.79647 0.77191 1.37714
C 0.31133 1.16813 0.48592
N 0.45324 0.55345 -0.61512
C 1.55986 0.80512 -1.49567
H 0.24436 -1.63391 0.39443
H -2.22757 -0.70200 1.87443
H -1.16513 1.49715 2.10078
H 0.98677 1.97572 0.81134
H 2.04859 -0.15595 -1.69531
H 1.16403 1.16102 -2.45261
H 2.30681 1.51726 -1.11544

Computed properties:
- relative energy (zero: lowest compared OMol25 entry of this formula, charge and spin) (kcal/mol) = 44.76
- 2S+1 = 1
- charge = 0
- Kohn-Sham gap (eV) = 9.798
- electronic energy (eV) = -8293.0553
- SMILES string = [H]/N=C/C=C\C=N\C

Löwdin population analysis, charges in e, atoms 1 to 2: 0.04 0.08

***

(7)
Here is the molecule C5H8N2 in a non-equilibrium geometry from the Open Molecules 2025 dataset. Energies are from wB97M-V/def2-TZVPD.

Atoms and positions in Å:
N -0.48799 -2.21974 2.30688
C -0.53146 -1.28967 1.62018
C -0.62568 -0.57794 0.34711
N -0.80532 -2.15640 -0.34446
C 0.55546 0.40175 0.07732
C 0.50257 1.93550 0.24674
C 0.49270 1.32121 -1.11280
H -1.55188 0.02481 0.31408
H -1.14087 -2.57959 -1.23092
H 0.14014 -2.50920 -0.26412
H 1.53823 0.00631 0.33073
H -0.38745 2.44234 0.61373
H 1.42123 2.44727 0.54989
H 1.37041 1.40919 -1.74564
H -0.45386 1.33596 -1.64572

Computed properties:
- relative energy (zero: lowest compared OMol25 entry of this formula, charge and spin) (kcal/mol) = 81.69
- 2S+1 = 1
- charge = 0
- Kohn-Sham gap (eV) = 10.349
- electronic energy (eV) = -8291.4538
- SMILES string = N#C[C@H](N)C1CC1

Löwdin population analysis, charges in e, atoms 1 to 2: 0.15 -0.26

***

(8)
Here is the molecule C5H8N2 from the Open Molecules 2025 dataset. Energies are from wB97M-V/def2-TZVPD.

Atoms and positions in Å:
C -1.69092 -1.49003 -0.54994
C -0.47896 -0.84433 0.04307
C 0.89441 -1.14190 -0.25474
N 1.71600 -0.25260 0.23163
N 0.93098 0.66471 0.89001
C 1.18864 1.97072 0.28451
C -0.39779 0.28124 0.79662
H -1.72472 -1.24654 -1.62145
H -2.61217 -1.10638 -0.09814
H -1.67411 -2.58026 -0.45717
H 1.27864 -1.95790 -0.85801
H 0.93667 1.87073 -0.77981
H 2.24380 2.21728 0.37169
H 0.56090 2.74010 0.73087
H -1.17136 0.87516 1.27086

Computed properties:
- relative energy (zero: lowest compared OMol25 entry of this formula, charge and spin) (kcal/mol) = 28.21
- 2S+1 = 1
- charge = 0
- Kohn-Sham gap (eV) = 10.104
- electronic energy (eV) = -8293.7731
- SMILES string = Cc1cnn(C)c1

Löwdin population analysis, charges in e, atoms 1 to 2: -0.06 -0.27

***

(9)
Here is the molecule C5H8N2 from the Open Molecules 2025 dataset. Energies are from wB97M-V/def2-TZVPD.

Atoms and positions in Å:
C 0.48888 1.34229 -1.95012
C -0.06132 0.09628 -0.89916
C -0.77854 0.05707 -2.00380
N -1.16652 -1.70099 0.95085
C -0.29085 -0.85234 1.33637
N 0.17417 -0.69630 2.64432
C 0.37118 0.03589 0.36555
H 0.07052 2.28471 -1.60643
H 1.54356 1.24031 -1.66980
H 0.47623 1.31751 -3.04299
H -0.54909 -0.64970 -2.79952
H -1.55836 -2.21780 1.73839
H 0.45926 0.23780 2.89982
H -0.40250 -1.12163 3.35688
H 1.22337 0.62690 0.67965

Computed properties:
- relative energy (zero: lowest compared OMol25 entry of this formula, charge and spin) (kcal/mol) = 102.83
- 2S+1 = 1
- charge = 0
- Kohn-Sham gap (eV) = 8.706
- electronic energy (eV) = -8290.5374

Löwdin population analysis, charges in e, atoms 1 to 2: -0.06 -0.28

***

(10)
Here is the molecule C5H8N2 in a non-equilibrium geometry from the Open Molecules 2025 dataset. Energies are from wB97M-V/def2-TZVPD.

Atoms and positions in Å:
C 2.15998 -0.01718 -0.06388
C 0.65055 -0.08498 -0.03186
C -0.28768 -1.04826 -0.19851
C -1.76668 -0.98731 0.15893
N -2.15760 0.34684 -0.13612
C -1.40624 1.25049 -0.11524
N 0.05053 1.13177 0.11108
H 2.66683 -0.94747 0.04815
H 2.47475 0.49861 0.92414
H 2.58791 0.26137 -0.99228
H 0.35603 -2.01410 -0.25606
H -2.30037 -1.62024 -0.63911
H -2.01222 -1.20299 1.27943
H -1.57120 2.33411 -0.49512
H 0.55539 2.09933 0.40645

Computed properties:
- relative energy (zero: lowest compared OMol25 entry of this formula, charge and spin) (kcal/mol) = 65.96
- 2S+1 = 1
- charge = 0
- Kohn-Sham gap (eV) = 8.639
- electronic energy (eV) = -8292.1361
- SMILES string = CC1=CCN=CN1

Löwdin population analysis, charges in e, atoms 1 to 2: -0.04 -0.39

***

(11)
Here is the molecule C5H8N2 from the Open Molecules 2025 dataset. Energies are from wB97M-V/def2-TZVPD.

Atoms and positions in Å:
C -2.07753 0.43009 -0.06895
C -0.97037 -0.61994 -0.05475
N 0.36448 -0.15778 0.31884
C 1.46343 -0.95122 0.07196
C 2.51885 -0.10651 -0.08844
N 2.11705 1.19929 0.10200
C 0.82832 1.12591 0.33300
H -2.98208 -0.08842 -0.39767
H -2.28531 0.89106 0.90225
H -1.90025 1.23322 -0.79386
H -0.90294 -1.04632 -1.06165
H -1.21754 -1.46343 0.59586
H 1.35113 -2.01936 -0.04768
H 3.52352 -0.37803 -0.39298
H 0.16923 1.95144 0.58206

Computed properties:
- relative energy (zero: lowest compared OMol25 entry of this formula, charge and spin) (kcal/mol) = 8.86
- 2S+1 = 1
- charge = 0
- Kohn-Sham gap (eV) = 9.680
- electronic energy (eV) = -8294.6120
- SMILES string = CCn1ccnc1

Löwdin population analysis, charges in e, atoms 1 to 2: -0.09 -0.20

***

(12)
Here is the molecule C5H8N2 in a non-equilibrium geometry from the Open Molecules 2025 dataset. Energies are from wB97M-V/def2-TZVPD.

Atoms and positions in Å:
C -1.72412 -1.01275 0.32506
C -0.70792 -0.06766 -0.25974
C -0.58869 1.33971 0.18637
N 0.37846 0.33838 0.62112
C 1.69516 0.44104 0.00985
C 2.17073 -0.87266 -0.45032
N 2.53217 -1.89030 -0.86251
H -1.97113 -0.71606 1.34848
H -1.33249 -2.03421 0.35299
H -2.64406 -1.00937 -0.26794
H -0.43159 -0.26138 -1.29877
H -0.25912 2.07705 -0.54670
H -1.24484 1.72201 0.96439
H 1.71998 1.11186 -0.86585
H 2.40747 0.83433 0.74358

Computed properties:
- relative energy (zero: lowest compared OMol25 entry of this formula, charge and spin) (kcal/mol) = 38.23
- 2S+1 = 1
- charge = 0
- Kohn-Sham gap (eV) = 10.764
- electronic energy (eV) = -8293.3385
- SMILES string = C[C@H]1CN1CC#N

Löwdin population analysis, charges in e, atoms 1 to 2: -0.05 -0.35